Density functional theory data (ωB97M-V/def2-TZVPD) for a molecular structure, C39H37BN9PtS.

```
88
Properties=species:S:1:pos:R:3:mulliken_spin:R:1
Pt -0.331 0.180 -0.021 1.2177
C 1.270 -2.925 4.369 0.0001
C 0.755 -1.672 3.747 -0.0027
C 0.379 -0.505 4.374 -0.0041
C 0.041 0.387 3.347 -0.0157
N 0.135 -0.244 2.171 0.1785
N 0.610 -1.487 2.419 -0.0539
B 1.090 -2.435 1.299 -0.0456
N 2.107 -1.642 0.433 -0.0291
N 1.803 -0.399 0.025 0.1899
C 2.879 0.128 -0.578 0.0263
C 3.897 -0.840 -0.563 0.0050
C 3.374 -1.941 0.087 -0.0104
C 4.023 -3.254 0.359 -0.0002
C 2.991 1.530 -1.021 -0.0490
C 1.977 2.470 -0.826 -0.0036
C 2.146 3.802 -1.156 0.0134
C 3.346 4.230 -1.702 0.0014
C 4.365 3.314 -1.907 -0.0010
C 4.191 1.981 -1.573 -0.0015
N -0.081 -2.847 0.390 -0.0108
N -1.021 -1.970 0.004 0.1739
C -1.910 -2.628 -0.757 0.0136
C -1.500 -3.963 -0.866 0.0104
C -0.344 -4.067 -0.118 -0.0004
C 0.506 -5.267 0.126 -0.0004
C -3.160 -2.042 -1.250 0.0082
C -3.692 -0.917 -0.626 -0.0035
C -4.888 -0.363 -1.047 0.0010
C -5.597 -0.956 -2.082 -0.0001
C -5.099 -2.103 -2.683 0.0003
C -3.885 -2.636 -2.281 -0.0015
C -0.210 1.823 3.517 -0.0036
C 0.430 2.748 2.692 0.0024
C 0.296 4.107 2.923 0.0039
C -0.496 4.558 3.969 -0.0001
C -1.144 3.645 4.790 0.0006
C -0.993 2.283 4.576 -0.0001
H 1.239 -2.828 5.451 0.0002
H 2.301 -3.117 4.069 -0.0002
H 0.667 -3.786 4.081 -0.0001
H 0.410 -0.293 5.430 0.0006
H 1.609 -3.393 1.768 0.0000
H 4.896 -0.748 -0.952 0.0009
H 5.086 -3.187 0.139 0.0002
H 3.591 -4.029 -0.276 0.0004
H 3.893 -3.558 1.396 0.0001
H 1.043 2.150 -0.377 0.1348
H 1.350 4.513 -0.967 0.0013
H 3.492 5.273 -1.952 0.0002
H 5.312 3.641 -2.316 -0.0001
H 5.003 1.284 -1.731 0.0005
H -1.988 -4.757 -1.404 0.0013
H 0.066 -6.130 -0.367 0.0004
H 0.593 -5.479 1.191 0.0004
H 1.511 -5.118 -0.268 0.0005
H -3.169 -0.513 0.224 -0.0046
H -5.282 0.514 -0.546 -0.0001
H -6.540 -0.538 -2.410 -0.0001
H -5.668 -2.594 -3.462 0.0000
H -3.501 -3.518 -2.778 -0.0001
H 1.094 2.392 1.914 -0.0016
H 0.821 4.818 2.296 0.0001
H -0.603 5.619 4.156 0.0000
H -1.764 3.996 5.605 0.0000
H -1.469 1.572 5.239 -0.0001
C -0.361 1.218 -5.366 0.0032
N -1.204 1.867 -4.384 0.0076
C -2.101 2.882 -4.634 -0.0018
C -2.662 3.225 -3.468 0.0018
N -2.099 2.418 -2.470 -0.0066
C -1.218 1.550 -3.068 -0.0078
S -0.347 0.232 -2.503 0.1610
C -2.372 2.647 -1.101 0.0141
C -2.906 3.886 -0.744 -0.0023
C -3.388 4.072 0.536 0.0007
C -3.314 3.019 1.432 0.0051
C -2.673 1.869 1.030 0.0077
N -2.179 1.681 -0.204 0.0746
H -0.589 1.622 -6.347 0.0008
H -0.537 0.143 -5.361 -0.0022
H 0.689 1.391 -5.133 0.0005
H -2.264 3.268 -5.624 0.0000
H -3.459 3.917 -3.276 0.0004
H -2.948 4.690 -1.462 0.0012
H -3.822 5.020 0.824 0.0000
H -3.712 3.097 2.431 0.0007
H -2.561 1.036 1.711 -0.0032
```

Its expectation value of S² is 2.006. Its total charge is +1. The total energy comes out at -69210.7449 eV. As for the HOMO-LUMO gap (alpha / beta): 7.30 / 7.16 eV. Its multiplicity is 3. For the energy relative to the best compared isomer or geometry (same formula, charge and spin), the calculation gives 0.617 eV.